[1]
{
  "formula": "C5H10F4OTa",
  "method": "ωB97M-V with the def2-TZVPD basis set",
  "total_charge": -1,
  "total_energy_ha": -728.11721,
  "lumo_energy_ev": 2.768,
  "homo_energy_ev": -5.31,
  "species": ["H", "H", "C", "H", "F", "C", "F", "H", "F", "H", "H", "F", "C", "H", "C", "O", "Ta", "H", "H", "H", "C"],
  "positions_angstrom": [[-0.24, 0.08, 1.84], [2.55, -1.53, 0.01], [0.39, 2.07, -0.98], [0.11, 0.04, -1.69], [-1.89, 1.54, -1.44], [-1.46, -2.46, 1.08], [-1.38, 3.63, -1.05], [0.97, 2.61, -0.24], [-2.63, -2.21, 0.38], [0.57, 2.55, -1.95], [1.77, 0.57, -1.57], [-1.43, 2.20, 0.58], [-0.28, -2.33, 0.23], [-0.57, -2.22, -0.81], [0.80, 0.59, -1.05], [-1.56, -2.73, 2.24], [1.16, -0.63, 0.87], [2.24, 0.72, 1.55], [1.64, -1.59, 2.38], [0.30, -3.25, 0.33], [-1.06, 2.34, -0.71]],
  "mulliken_charge": [-0.30, -0.26, -0.53, 0.32, -0.29, 0.68, -0.30, 0.28, -0.28, 0.32, 0.35, -0.24, -1.13, 0.30, -1.33, -0.55, 0.97, -0.15, -0.09, 0.37, 0.84]
}

[2]
{
  "formula": "C50H124F6N7O18",
  "method": "ωB97M-V with the def2-TZVPD basis set",
  "total_charge": 5,
  "total_energy_ha": -4314.30596,
  "lumo_energy_ev": -9.230,
  "homo_energy_ev": -14.69,
  "species": ["C", "H", "C", "O", "H", "F", "H", "C", "H", "H", "O", "F", "C", "H", "C", "H", "H", "H", "H", "H", "O", "H", "H", "C", "H", "O", "C", "C", "C", "H", "H", "H", "H", "H", "H", "H", "C", "H", "C", "H", "H", "O", "C", "H", "H", "F", "H", "C", "C", "C", "H", "H", "H", "H", "H", "H", "C", "H", "O", "H", "N", "F", "H", "N", "C", "H", "C", "H", "H", "H", "C", "O", "C", "H", "H", "H", "H", "H", "O", "H", "H", "H", "O", "H", "C", "H", "C", "H", "H", "H", "O", "C", "C", "C", "C", "C", "H", "H", "C", "H", "H", "H", "H", "H", "H", "H", "H", "H", "N", "H", "H", "N", "H", "H", "H", "H", "H", "H", "H", "F", "H", "C", "C", "C", "H", "C", "H", "H", "H", "H", "O", "H", "C", "O", "H", "H", "C", "H", "C", "C", "H", "C", "N", "C", "H", "C", "C", "H", "C", "C", "O", "H", "H", "H", "H", "H", "C", "H", "H", "H", "H", "N", "H", "H", "H", "H", "H", "H", "C", "H", "C", "O", "O", "H", "N", "H", "C", "O", "H", "C", "H", "H", "H", "H", "H", "H", "C", "H", "H", "H", "H", "F", "H", "C", "H", "H", "H", "O", "C", "H", "H", "H", "O", "H", "H"],
  "positions_angstrom": [[0.21, 1.01, -7.28], [0.53, -2.98, -3.27], [3.69, -4.00, 4.89], [-0.06, 0.74, -9.55], [-2.06, -1.51, -6.75], [-3.54, -5.94, -3.42], [0.55, -0.01, -7.34], [6.40, 3.54, 4.63], [-3.41, -6.25, 2.59], [-5.85, 2.32, -9.90], [0.42, -0.36, 5.97], [1.91, -1.16, 1.38], [0.02, -1.69, 5.73], [-8.74, 5.52, -9.79], [-6.19, 1.09, -6.02], [4.34, 1.72, -0.30], [-5.72, 0.94, 5.54], [0.31, 8.77, 3.08], [-9.73, 4.54, -8.70], [6.95, 3.16, 3.76], [3.24, 3.37, 0.29], [-1.60, 2.15, 6.74], [4.74, -1.90, 0.50], [-8.74, 4.97, -8.85], [0.06, 2.40, 6.41], [2.10, 1.66, 3.58], [4.70, -4.02, -0.12], [4.54, 1.55, 9.08], [-1.99, 0.75, 4.18], [5.42, -0.41, 5.76], [5.16, 3.21, -0.54], [-6.42, -5.62, -2.25], [7.28, -5.28, -1.72], [-0.24, 0.28, 7.83], [6.74, -2.70, 1.13], [3.95, -3.08, 1.65], [-0.53, 1.88, -0.18], [-3.07, -3.64, 2.42], [-0.53, 0.32, 6.77], [0.47, 6.54, 3.95], [3.82, -4.92, 5.46], [-7.83, 3.89, -8.87], [-0.02, -3.00, -2.31], [3.44, -0.27, 7.32], [-0.03, 1.62, 4.30], [-3.11, -4.09, -4.43], [-1.17, 2.69, 4.51], [-3.08, -4.70, -3.20], [-3.78, -7.78, 0.51], [4.46, 2.71, 0.15], [0.02, 2.63, -8.79], [3.17, 1.37, 6.90], [-1.60, 1.97, -7.08], [3.07, 5.03, 3.28], [0.89, -3.10, -6.43], [-7.13, 2.94, -6.77], [-6.49, -6.28, -1.40], [-5.19, 1.09, 7.17], [-0.24, -1.44, -5.76], [-0.29, 1.82, -11.31], [1.47, 4.62, 2.02], [-3.95, -4.06, -2.38], [5.94, -2.29, 2.45], [5.03, 1.46, 4.88], [0.47, 1.64, -8.61], [-0.44, -2.16, 6.60], [5.64, 5.67, 3.96], [5.43, 1.94, 9.58], [-3.06, -3.86, 0.66], [-2.07, -6.77, 0.72], [6.25, -4.34, 2.36], [-1.44, -5.44, -1.59], [2.06, 1.00, 2.44], [-0.19, 2.88, -0.45], [1.89, 6.32, 0.88], [1.34, 1.35, -11.00], [5.49, 2.78, 6.41], [4.45, -4.99, 0.34], [5.32, 4.30, 4.14], [-5.26, 2.71, -3.34], [3.77, -0.19, 5.08], [4.97, 2.54, 1.11], [1.06, 1.64, 1.61], [-3.09, -6.03, -0.32], [-0.71, -3.47, 1.92], [4.20, 1.85, 4.37], [1.54, 6.52, 3.67], [0.64, 1.55, -6.43], [-7.05, -7.16, -1.75], [0.45, 4.72, 2.06], [-3.66, 1.18, 5.85], [1.40, 8.73, 2.95], [1.95, 5.24, 0.77], [6.01, 2.39, 5.53], [5.13, -4.80, 3.23], [-1.66, -4.76, -2.64], [-0.85, -1.53, -0.92], [1.60, 4.38, 4.02], [-6.55, 4.29, -9.24], [-5.18, 2.59, 6.21], [-0.87, -3.08, -6.79], [3.48, -3.19, 5.58], [1.41, 0.84, -0.25], [4.09, 5.08, 1.11], [-8.54, 5.69, -8.05], [6.48, -5.01, 1.54], [5.54, -5.53, 3.94], [-4.61, 3.53, -9.57], [-1.01, 1.71, 4.77], [0.20, -0.78, -2.15], [-1.65, 0.55, -7.92], [-1.28, 1.00, -7.07], [0.14, 0.06, -11.42], [3.89, 2.43, 8.92], [7.16, -4.14, 2.93], [-7.08, 0.69, -5.54], [7.02, 4.20, 5.25], [-7.21, 1.59, -7.89], [-0.52, -3.40, 3.00], [2.76, -1.10, 3.35], [1.55, 1.77, -8.78], [4.70, -2.91, 0.88], [-3.55, -5.62, 1.70], [-2.82, -4.34, 1.62], [6.36, 5.77, 3.15], [-1.85, 0.33, -5.84], [4.74, 6.22, 3.66], [-5.60, 0.30, -6.50], [-3.44, 2.31, 4.19], [1.73, 9.42, 2.18], [-1.33, -3.34, -2.55], [-0.93, 1.38, -1.07], [1.99, 5.14, 3.35], [4.81, -3.71, 4.08], [6.03, 6.17, 4.85], [4.08, 0.84, 9.77], [-1.59, -1.14, -5.82], [0.91, -1.84, -0.91], [-6.60, 2.07, -7.12], [0.31, 1.00, -10.91], [-3.77, -8.34, 1.45], [-0.10, -2.83, -6.05], [-5.38, 2.50, -7.87], [-5.57, 3.14, -9.23], [-1.26, -2.55, 1.66], [-5.17, -7.61, -0.03], [-3.38, 1.24, 4.48], [3.00, 1.18, 1.86], [4.58, 0.27, 5.64], [-0.75, 1.70, 6.23], [5.98, -4.06, -0.67], [1.23, 4.99, -0.01], [-1.43, 1.84, 0.44], [-7.04, -5.92, -0.53], [-1.83, 0.82, 3.11], [-4.63, -5.50, 1.70], [-5.04, 1.51, 6.18], [5.54, 1.10, 4.07], [-3.21, -8.44, -0.15], [-0.67, -1.77, 4.88], [-5.59, -8.57, -0.36], [-3.06, -6.51, 0.62], [-6.56, 4.75, -10.23], [0.61, -3.72, -1.76], [0.26, -3.49, 1.43], [-6.89, 2.62, -4.07], [-2.17, -1.60, -5.01], [6.89, 1.81, 5.79], [1.86, -0.52, 2.57], [-4.78, 1.68, -7.99], [6.22, -5.19, -1.51], [-5.18, -6.67, -1.05], [-5.30, 1.64, -5.06], [-1.44, 0.87, -4.99], [5.96, -3.01, 1.73], [-1.71, -0.20, 4.61], [0.56, 1.04, 0.41], [-1.43, -4.60, 1.61], [1.62, 3.59, 2.01], [-5.82, 2.70, -4.27], [-1.49, -0.21, 6.79], [0.86, -2.30, 5.43], [-5.70, 3.66, -4.80], [2.78, -4.09, 4.28], [-5.89, -7.30, 0.75], [2.06, 6.91, 4.56], [3.97, 0.63, 6.96], [-4.15, 0.73, 3.88], [4.32, -5.26, 2.67], [5.61, -5.19, -2.41], [3.94, -3.89, -0.89], [0.62, -0.85, 3.04], [-2.91, 0.58, -5.87], [3.31, 4.78, 0.40], [-1.04, -5.13, -3.49], [1.79, 9.03, 3.93], [-0.19, -3.44, -5.15], [4.97, 0.97, 7.87], [0.03, -1.67, -1.54], [5.96, -6.07, -0.90], [-6.18, 5.05, -8.51], [-4.80, 3.10, -7.26], [1.79, 7.41, 2.61], [0.15, 0.05, 0.61], [3.59, 5.14, -0.60]],
  "mulliken_charge": [-0.43, 0.18, -0.69, -0.33, 0.45, -0.28, 0.24, -0.95, 0.40, 0.40, 0.00, -0.17, -0.45, 0.33, -0.73, 0.22, 0.35, 0.35, 0.27, 0.36, -0.07, 0.48, 0.43, -0.79, 0.55, -0.59, -0.90, -0.78, 0.51, 0.45, 0.47, 0.18, 0.29, 0.54, 0.49, -0.02, -1.45, 0.50, -0.86, 0.46, 0.45, -0.32, -0.66, 0.64, -0.78, -0.26, 0.57, 0.61, -0.76, -0.88, 0.37, 0.27, 0.39, -0.35, 0.30, 0.46, -0.84, 0.27, -0.29, 0.29, 1.18, -0.27, 0.34, 0.56, -0.72, 0.47, -0.91, 0.28, 0.24, 0.43, -0.76, -0.80, -0.06, 0.23, 0.41, 0.32, 0.28, 0.29, -0.10, 0.21, -0.61, 0.16, 0.14, -0.29, -0.60, -0.37, -0.82, 0.40, 0.36, 0.45, -0.28, -0.80, -0.81, -0.32, -0.49, 0.02, 0.24, 0.00, -0.55, 0.30, 0.38, 0.09, 0.34, 0.33, 0.34, 0.35, 0.58, 0.40, 0.36, 0.33, 0.48, -0.15, 0.25, 0.33, 0.49, 0.39, 0.49, 0.49, 0.34, -0.06, 0.51, -0.07, -0.76, -0.28, 0.37, -0.69, 0.16, 0.39, 0.32, 0.28, -0.01, 0.34, 0.49, -0.30, 0.44, 0.34, -0.34, -0.10, -0.61, -0.72, 0.40, -0.26, -0.23, -0.70, 0.29, -0.71, -0.71, -0.01, 0.56, -0.87, -0.40, 0.36, 0.25, 0.36, -0.16, 0.30, -0.79, 0.41, 0.40, 0.10, 0.47, 0.37, 0.52, 0.31, 0.11, 0.38, 0.32, 0.40, 0.36, 0.31, -0.78, -0.16, -0.27, 0.43, -0.17, -0.20, 0.11, -0.39, -0.83, -0.78, 0.45, -0.16, 0.28, 0.27, 0.50, 0.50, -0.86, 0.50, 0.27, 0.30, 0.62, 0.20, 0.08, -0.49, 0.24, 0.32, -0.25, -0.42, -0.49, 0.35, 0.33, 0.46, -0.31, -0.25, 0.50]
}

[3]
{
  "formula": "C3H3Cl3S",
  "method": "ωB97M-V with the def2-TZVPD basis set",
  "multiplicity": 3,
  "total_energy_ha": -1894.65488,
  "lumo_energy_ev": [-0.809, -3.576],
  "s_squared": 2.0289,
  "homo_energy_ev": [-7.54, -11.12],
  "species": ["H", "C", "Cl", "Cl", "H", "C", "C", "S", "H", "Cl"],
  "positions_angstrom": [[0.63, 0.42, -0.50], [-0.12, 0.24, 1.50], [-1.51, -0.89, -0.57], [-1.47, 0.37, 2.50], [0.31, -0.77, 1.47], [1.22, -0.77, -2.62], [-0.38, 0.43, 0.05], [1.68, -2.07, -3.29], [0.68, 0.96, 1.73], [-1.04, 2.10, -0.27]],
  "lowdin_spin": [0.03, 0.00, 0.01, 0.00, 0.00, 1.46, 0.03, 0.46, 0.00, 0.00]
}

[4]
{
  "formula": "C10H7N2OReS5Sb",
  "method": "ωB97M-V with the def2-TZVPD basis set",
  "multiplicity": 2,
  "total_charge": 2,
  "total_energy_ha": -2878.86560,
  "lumo_energy_ev": [-9.734, -9.882],
  "s_squared": 0.7626,
  "homo_energy_ev": [-15.20, -15.25],
  "species": ["C", "H", "H", "S", "S", "Re", "H", "S", "O", "C", "C", "S", "H", "C", "Sb", "N", "C", "C", "S", "N", "C", "H", "H", "H", "C", "C", "C"],
  "positions_angstrom": [[-2.25, 1.60, -0.05], [0.20, 3.53, -0.45], [4.52, 2.14, -0.36], [-0.98, -3.72, -0.21], [-4.17, -4.70, 1.60], [-1.26, -1.41, 0.17], [2.24, 2.99, -0.25], [-1.61, -1.62, 3.60], [0.56, -1.18, -0.04], [-1.46, -1.53, 2.13], [2.41, 1.92, -0.25], [-3.35, -1.37, -0.22], [3.05, -1.90, -0.21], [-1.80, 2.85, -0.24], [-3.39, -4.31, -0.41], [-1.17, 0.73, 0.00], [-0.05, 1.48, -0.15], [3.95, 0.07, -0.30], [-3.91, -4.38, -2.53], [-0.43, 2.75, -0.30], [3.70, 1.44, -0.31], [-3.27, 1.26, 0.05], [-2.32, 3.79, -0.34], [4.96, -0.30, -0.36], [1.33, 1.03, -0.18], [2.90, -0.82, -0.22], [1.62, -0.32, -0.15]],
  "lowdin_spin": [0.00, 0.00, 0.00, 0.65, 0.02, 0.24, 0.00, 0.04, 0.01, 0.02, 0.00, -0.03, 0.00, 0.01, 0.00, 0.01, 0.01, 0.00, 0.01, 0.00, 0.00, 0.00, 0.00, 0.00, 0.00, 0.00, 0.00]
}

[5]
{
  "formula": "C31H47ClNO28S",
  "method": "ωB97M-V with the def2-TZVPD basis set",
  "total_charge": 1,
  "total_energy_ha": -4229.11213,
  "lumo_energy_ev": -4.018,
  "homo_energy_ev": -12.07,
  "species": ["O", "C", "C", "H", "O", "H", "O", "H", "C", "H", "C", "S", "H", "O", "H", "C", "H", "C", "O", "O", "C", "H", "H", "H", "H", "H", "H", "O", "O", "H", "H", "H", "N", "O", "C", "C", "H", "H", "O", "O", "C", "C", "O", "H", "H", "C", "H", "C", "C", "C", "H", "H", "H", "H", "H", "C", "H", "O", "O", "O", "O", "H", "O", "H", "C", "C", "O", "C", "C", "C", "O", "O", "H", "H", "H", "O", "H", "H", "O", "O", "H", "O", "H", "H", "H", "H", "C", "O", "H", "H", "H", "H", "C", "H", "C", "H", "C", "Cl", "C", "C", "C", "O", "O", "O", "C", "H", "C", "C", "H"],
  "positions_angstrom": [[-7.08, -3.83, 0.83], [9.79, -0.32, 3.65], [3.28, 1.19, 4.43], [7.20, 1.52, -5.01], [6.01, -0.74, 5.08], [7.63, -0.56, 3.39], [10.48, 0.14, 0.34], [9.61, 0.67, 4.05], [4.37, 1.83, 3.59], [-1.50, 6.35, -3.28], [-5.83, -3.87, 0.40], [-1.44, -2.53, -2.83], [-3.65, -5.82, -2.78], [-1.15, 5.58, -1.39], [-6.32, 1.12, -4.15], [-7.26, -2.62, 1.60], [4.04, -0.50, -1.33], [3.19, 0.14, -1.61], [-3.64, 0.11, -0.06], [-4.89, 5.10, -4.28], [5.22, 0.07, 4.72], [-5.08, 1.42, -5.39], [4.31, 1.56, 2.54], [-3.47, -1.73, -1.94], [4.41, 2.91, 3.67], [-2.15, 3.58, 0.72], [2.36, 1.01, 3.89], [-5.02, -4.42, 3.90], [-3.94, 3.20, -3.54], [1.06, -3.90, 0.38], [-0.84, 1.30, 2.32], [0.31, -5.36, -0.29], [-3.70, -3.80, -2.30], [-5.92, -2.44, 4.48], [-4.44, -5.09, 6.02], [-1.54, 2.67, 0.76], [-6.46, -1.17, 0.17], [-2.34, -5.37, -1.70], [3.88, -0.06, 4.80], [8.71, -0.40, 1.62], [-1.70, 1.92, 2.07], [-1.01, 7.84, -1.77], [-5.18, -2.72, 0.62], [-8.25, -2.22, 1.43], [10.21, -0.96, 4.42], [1.92, -0.22, -0.88], [1.02, 0.08, -1.42], [8.57, -0.90, 2.96], [5.84, 3.21, -4.71], [-4.92, 3.93, -4.14], [1.84, -1.27, -0.62], [3.09, 0.14, -2.69], [-7.10, -2.84, 2.65], [-0.68, -3.95, 0.11], [0.20, 6.31, -2.78], [0.28, -4.27, -0.29], [-5.26, -5.71, 6.38], [3.45, 1.47, -1.13], [2.02, 0.57, 0.31], [5.55, 1.24, 4.14], [-2.01, 7.54, -0.79], [-0.51, 2.92, 0.54], [5.49, 1.07, -3.95], [-4.35, -6.35, 4.21], [4.42, 1.45, -4.67], [-4.13, -5.34, 4.55], [-4.87, -3.73, 6.00], [-2.93, -5.03, -2.56], [-6.15, -1.74, 1.05], [10.02, -0.13, 1.40], [3.01, 2.53, 0.80], [-5.33, -4.81, -0.17], [-1.95, 2.56, 2.91], [8.58, -1.99, 2.94], [-4.29, -4.04, -1.50], [-2.53, 5.70, 0.38], [-3.11, -5.08, 4.29], [-2.30, -4.93, -3.44], [3.42, 0.81, -4.77], [-5.91, 3.11, -4.56], [-3.57, 1.18, -3.49], [-2.81, 1.06, 1.78], [3.06, 1.75, 5.34], [-2.63, -2.71, -0.76], [6.36, 3.77, -5.48], [-3.58, -5.20, 6.67], [-5.48, 1.75, -4.43], [10.72, -0.21, 2.55], [1.54, -3.55, -1.91], [-5.71, -1.08, 1.78], [-1.38, 8.62, -2.44], [-4.80, 1.76, -2.35], [-5.32, -3.43, 4.77], [-0.11, 8.19, -1.26], [6.58, 1.97, -4.23], [0.14, -4.45, -2.46], [2.85, 1.62, 0.06], [-1.61, -0.70, -3.51], [-4.40, 1.87, -3.36], [-2.92, -2.67, -1.82], [-2.88, 0.88, 0.45], [-2.04, 1.69, -0.20], [-0.18, -2.43, -1.88], [4.63, 2.65, -5.25], [0.49, -3.75, -1.70], [5.58, 3.87, -3.89], [-1.96, 6.22, -0.52], [-0.81, 6.50, -2.45], [7.17, 2.12, -3.34]],
  "mulliken_charge": [-0.35, -0.34, -0.17, 0.26, -0.54, -0.26, -0.53, 0.26, 0.03, 0.25, 0.65, 0.40, 0.40, -0.22, 0.33, -0.21, 0.22, -0.16, -0.37, -0.51, 0.64, 0.28, 0.02, 0.34, 0.32, 0.08, 0.10, -0.22, -0.26, 0.35, 0.16, 0.35, -0.39, -0.53, -0.35, -0.10, 0.30, 0.28, -0.35, -0.31, -0.27, -0.35, -0.13, 0.35, 0.32, 0.35, 0.05, 0.31, -0.30, 0.59, -0.09, 0.20, 0.04, 0.22, 0.30, -0.96, 0.26, -0.32, -0.37, -0.34, -0.36, 0.40, -0.30, 0.30, 0.74, -0.32, -0.35, -1.03, -0.30, 0.67, -0.56, -0.71, 0.37, 0.24, 0.38, -0.58, 0.26, 0.40, -0.60, -0.34, -0.61, -0.34, 0.27, 0.21, 0.29, 0.31, -0.35, -0.35, 0.41, 0.31, 0.30, 0.16, 0.62, 0.27, -0.30, 0.57, 0.62, -0.07, 0.73, -0.14, 0.45, -0.27, -0.11, -0.33, -0.55, 0.26, 0.70, -0.32, 0.30]
}

[6]
{
  "formula": "C2H9NP3",
  "method": "ωB97M-V with the def2-TZVPD basis set",
  "smiles": "CP(C)(P)=[N+]=P",
  "total_charge": 1,
  "total_energy_ha": -1160.10833,
  "lumo_energy_ev": -5.230,
  "homo_energy_ev": -14.10,
  "species": ["H", "H", "H", "C", "H", "H", "N", "C", "H", "H", "P", "P", "H", "P", "H"],
  "positions_angstrom": [[3.05, -0.73, 1.26], [0.96, 2.55, -0.07], [-0.04, -1.71, -1.60], [-0.28, -0.60, -1.79], [0.57, -0.17, -2.29], [-2.34, -0.15, 0.95], [1.18, -0.15, 0.73], [-1.32, -0.56, 0.98], [-0.33, 2.06, 1.37], [-1.12, -1.60, 0.83], [2.52, -0.69, 0.00], [-0.25, 0.19, -0.17], [-0.93, -0.43, 2.09], [-0.51, 2.31, 0.03], [-1.16, -0.33, -2.31]],
  "mulliken_charge": [0.13, 0.13, 0.37, -1.03, 0.41, 0.40, -0.23, -0.99, 0.13, 0.33, 0.15, 0.56, 0.39, -0.14, 0.39]
}